(1)
The following is a quantum chemistry calculation of 3 unconnected molecules or ions with the total composition C31H39F2NO11 in a non-equilibrium geometry, from the Open Molecules 2025 dataset.

For the energy, the calculation gives -2286.7664 Eh. As for the HOMO-LUMO gap: 8.284 eV. The HOMO energy comes out at -0.3378 Ha.

Geometry as XYZ:
```
84
Properties=species:S:1:pos:R:3:lowdin_charge:R:1
C 2.8883 0.2523 4.7698 -0.11
C 2.8740 -0.8653 3.7115 -0.22
C 2.9409 -0.2456 2.2720 -0.14
C 1.6647 -0.5650 1.5031 -0.16
C 0.5131 0.0098 1.9918 0.04
C -0.6643 -0.2837 1.3750 -0.10
C -0.7371 -1.1221 0.2895 -0.09
C 0.4182 -1.6491 -0.2021 0.05
C 1.6291 -1.3826 0.3859 -0.15
C 2.8967 -1.9894 -0.1594 -0.12
C 3.8683 -0.9152 -0.7170 -0.18
C 3.7493 -0.7391 -2.2359 -0.16
C 3.9817 0.7056 -2.7395 -0.18
N 3.5067 1.7406 -1.8170 -0.15
C 4.6025 2.4628 -1.1588 -0.06
C 2.5764 2.6469 -2.4386 -0.47
C 1.2450 2.8013 -1.7179 0.01
O 2.7980 3.2629 -3.4572 0.10
C -2.0893 -1.4108 -0.2937 -0.26
O -2.2766 -1.5825 -1.4836 0.13
C -3.2027 -1.4367 0.7206 -0.14
C -4.3627 -2.4027 0.5996 -0.13
C -5.3104 -2.1354 -0.5904 -0.18
C -5.6069 -0.6539 -0.8675 -0.16
C -6.1357 0.1185 0.3333 -0.17
O -7.5848 0.0484 0.3854 -0.06
C -8.0908 1.2068 0.9214 -0.32
O -7.8729 1.5071 2.0690 0.09
C -3.1256 -0.6063 1.7576 0.06
C -1.9492 0.3078 1.8826 -0.29
O -2.0096 1.4193 2.3754 0.09
H 2.8369 -0.1697 5.7729 0.07
H 3.7526 0.9059 4.6451 0.07
H 2.0097 0.8764 4.5840 0.06
H 1.9332 -1.4081 3.7897 0.10
H 3.7420 -1.5156 3.8196 0.10
H 2.9946 0.8461 2.3296 0.12
H 3.8346 -0.5929 1.7653 0.09
H 0.4961 0.6539 2.8612 0.13
H 0.3829 -2.2926 -1.0750 0.14
H 3.4099 -2.4839 0.6724 0.12
H 2.6930 -2.7660 -0.8974 0.10
H 3.6975 0.0014 -0.1588 0.07
H 4.8965 -1.2273 -0.5057 0.12
H 2.8178 -1.1436 -2.6427 0.11
H 4.5353 -1.3526 -2.6814 0.09
H 3.4505 0.7999 -3.6914 0.12
H 5.0402 0.8186 -3.0004 0.11
H 5.4785 2.5978 -1.8002 0.09
H 4.2478 3.4682 -0.9078 0.09
H 4.8581 1.9818 -0.2122 0.08
H 1.3267 2.5871 -0.6519 0.07
H 0.4754 2.1594 -2.1496 0.09
H 0.9411 3.8411 -1.8489 0.08
H -4.8666 -2.4484 1.5655 0.12
H -3.9260 -3.3966 0.4421 0.13
H -4.9059 -2.5946 -1.4929 0.11
H -6.2529 -2.6458 -0.3684 0.12
H -4.7157 -0.1838 -1.2872 0.11
H -6.4001 -0.6283 -1.6192 0.12
H -5.8683 1.1710 0.1896 0.13
H -5.7289 -0.1946 1.2918 0.10
H -8.7253 1.8412 0.2857 0.15
H -3.9036 -0.6190 2.5122 0.13
O -6.5498 5.6788 3.7430 0.18
C -5.4559 5.2554 3.5889 -0.55
O -5.1561 4.1090 2.9295 0.07
C -3.7283 4.0205 2.8416 -0.06
C -3.2903 4.8879 3.9924 -0.31
F -2.1137 5.5137 3.7312 0.07
O -4.3207 5.8567 4.0603 0.13
H -3.3990 4.4158 1.8789 0.15
H -3.3894 2.9924 2.9358 0.10
H -3.2166 4.3670 4.9489 0.17
O 3.4775 -4.5925 -2.7063 0.18
C 3.9543 -4.4480 -3.7797 -0.54
O 4.7308 -3.3925 -4.1387 0.05
C 5.2195 -3.6493 -5.4590 -0.05
C 4.1948 -4.6194 -5.9908 -0.31
F 4.7450 -5.5003 -6.8606 0.08
O 3.7920 -5.3115 -4.8229 0.14
H 6.2148 -4.0920 -5.3989 0.15
H 5.2749 -2.7322 -6.0406 0.14
H 3.3245 -4.1503 -6.4535 0.18
```

=====

(2)
The following is a quantum chemistry calculation of a molecular structure, C31H39FIN6O5Ru in a non-equilibrium geometry, from the Open Molecules 2025 dataset.

The energy above the lowest of the compared OMol25 structures with the same formula, charge and spin comes out at 38.23 kcal/mol. For the energy, the calculation gives -2401.8923 Eh. As for the HOMO-LUMO gap (spin up / spin down): 4.062 / 3.666 eV. The charge is -2. The HOMO energy (spin up / spin down) comes out at -0.0121 / -0.0074 Ha. The spin multiplicity is 2.

Geometry as XYZ:
```
84
Properties=species:S:1:pos:R:3:lowdin_charge:R:1
Ru 0.1371 0.4897 0.1578 1.39
N 1.8626 -0.0060 -0.0451 -0.03
C 2.9378 -0.7436 0.0032 -0.37
C 3.0585 -1.8443 0.9099 -0.03
C 4.1961 -2.6105 0.9351 -0.10
C 5.2697 -2.3308 0.0885 -0.12
C 5.1880 -1.2455 -0.7829 -0.12
C 4.0630 -0.4577 -0.8351 -0.03
H 2.2404 -2.0276 1.5994 0.10
H 4.2572 -3.4377 1.6335 0.10
H 6.1623 -2.9440 0.1178 0.08
H 6.0256 -1.0107 -1.4314 0.09
H 3.9992 0.3911 -1.5050 0.10
N -0.7442 -1.1022 4.3368 0.08
C -0.9882 -0.8417 2.9737 -0.66
O 0.0057 -0.5191 2.2237 -0.20
C -2.3210 -0.9127 2.5846 -0.20
I -3.5211 -3.7111 3.4086 -0.48
H 0.2291 -1.2801 4.5279 0.06
H -1.3651 -1.8059 4.7140 0.01
H -2.5467 -0.9446 1.5278 -0.01
H -3.0954 -0.7536 3.3120 -0.02
C 0.6710 3.9985 2.3005 -0.08
C 2.0600 3.4638 1.9531 -0.39
C 2.3189 2.1097 2.6155 -0.07
C 2.3416 3.4784 0.4590 -0.15
C 3.4908 4.1253 0.0387 -0.07
C 3.8182 4.2656 -1.2997 -0.12
C 2.9306 3.7914 -2.2501 -0.08
C 1.7593 3.1360 -1.9125 -0.16
C 0.8488 2.7284 -3.0566 -0.39
C -0.6150 3.1277 -2.8587 -0.08
C 0.9769 1.2589 -3.4377 -0.07
C 1.4749 2.8905 -0.5247 -0.27
N 0.3517 2.2314 -0.1453 -0.14
H 0.5480 4.0452 3.3852 0.07
H -0.1031 3.3517 1.8919 0.06
H 0.5238 5.0013 1.8910 0.07
H 2.7902 4.1662 2.3807 0.11
H 1.6810 1.3305 2.2107 0.02
H 2.1300 2.1785 3.6892 0.08
H 3.3552 1.7982 2.4665 0.08
H 4.1502 4.5354 0.7976 0.10
H 4.7387 4.7556 -1.5961 0.08
H 3.1458 3.9399 -3.3047 0.10
H 1.2164 3.3091 -3.9156 0.12
H -1.0593 2.5771 -2.0326 0.04
H -1.1793 2.9115 -3.7702 0.07
H -0.7053 4.1947 -2.6396 0.08
H 0.7009 0.6006 -2.6215 0.03
H 2.0047 1.0262 -3.7290 0.07
H 0.3189 1.0264 -4.2780 0.08
C -5.0655 2.0579 -0.8615 -0.04
C -4.4563 0.6559 -0.7141 -0.57
C -5.1969 -0.1559 0.3591 -0.03
C -4.4662 -0.0854 -2.0596 -0.03
C -3.0651 0.7932 -0.3044 -0.11
N -1.9731 0.8984 -0.0108 0.14
H -6.0976 1.9629 -1.2049 0.08
H -4.5061 2.6493 -1.5870 0.08
H -5.0624 2.5864 0.0914 0.09
H -6.2472 -0.2487 0.0731 0.09
H -5.1406 0.3338 1.3306 0.09
H -4.7738 -1.1541 0.4629 0.09
H -5.5026 -0.2368 -2.3716 0.09
H -3.9757 -1.0535 -1.9722 0.08
H -3.9411 0.4871 -2.8241 0.09
F 1.6295 -4.6304 2.1130 0.07
C 0.5223 -4.7878 1.3771 -0.18
C 0.2781 -3.9949 0.3163 0.05
N -0.8306 -4.1611 -0.4631 0.01
C -0.9557 -3.3784 -1.6707 -0.03
C -0.9969 -1.8339 -1.4731 -0.63
O -1.3445 -1.1648 -2.4686 -0.03
O -0.6510 -1.4334 -0.3432 -0.16
C -1.7962 -5.0989 -0.1573 -0.48
O -2.7995 -5.2834 -0.8230 0.05
N -1.5135 -5.8665 0.9521 0.21
C -0.3753 -5.8607 1.7452 -0.43
O -0.1864 -6.6904 2.6108 0.06
H 0.9319 -3.1867 0.0226 0.13
H -1.8511 -3.7099 -2.1854 0.12
H -0.0993 -3.5841 -2.3204 0.13
H -2.2269 -6.5305 1.1994 0.15
```

=====

(3)
The following is a quantum chemistry calculation of 6 unconnected molecules or ions with the total composition C31H39FNO9PS in a non-equilibrium geometry, from the Open Molecules 2025 dataset.

The energy above the lowest of the compared OMol25 structures with the same formula, charge and spin comes out at 0.00 kcal/mol. For the energy, the calculation gives -2775.9958 Eh. As for the HOMO-LUMO gap: 6.861 eV. The HOMO energy comes out at -0.3122 Ha.

Geometry as XYZ:
```
83
Properties=species:S:1:pos:R:3:lowdin_charge:R:1
O 6.9339 -0.6639 3.4398 0.16
C 6.8436 0.2969 2.7283 -0.53
F 6.4088 0.1771 1.4676 0.13
N 7.2226 1.5863 3.1348 0.17
C 6.1554 2.5946 2.9952 -0.34
O 6.4584 3.7061 2.6609 0.16
C 4.7384 2.1797 3.3283 -0.12
C 4.5381 1.4841 4.5133 -0.04
C 3.2947 1.0431 4.8986 -0.31
P 3.1948 0.1007 6.4692 0.39
S 3.3044 -1.8295 6.1733 0.10
C 2.1895 1.2989 4.0879 -0.07
C 2.3669 2.0262 2.9072 -0.04
C 3.6327 2.4548 2.5371 0.07
C 1.1952 2.3814 1.9908 -0.25
O 1.3914 2.9117 0.9193 0.11
C -0.1947 2.0314 2.4381 -0.09
C -1.3462 2.3772 1.7390 -0.02
C -2.6062 2.0171 2.1659 -0.06
C -2.7498 1.2842 3.3420 -0.05
C -1.6140 0.9495 4.0355 -0.01
C -0.3473 1.2938 3.6134 -0.08
C 0.8132 0.8386 4.4691 -0.26
O 0.5794 0.1081 5.4041 0.05
H 7.5067 1.4941 4.1059 0.15
H 5.4033 1.2671 5.1443 0.12
H 4.2323 0.4985 7.3505 -0.02
H 1.9846 0.3675 7.1457 -0.01
H 3.8092 3.0077 1.6149 0.14
H -1.2523 2.9599 0.8218 0.13
H -3.5089 2.2643 1.6141 0.12
H -3.7290 0.9816 3.7043 0.12
H -1.7125 0.3606 4.9470 0.13
C -2.8179 -2.3434 -0.7117 -0.01
C -2.1592 -1.2364 0.0711 -0.48
C -0.8418 -0.7459 -0.4541 -0.01
O -2.6874 -0.7802 1.0637 0.06
H -3.7617 -2.6081 -0.2372 0.07
H -3.0203 -2.0096 -1.7307 0.07
H -2.1738 -3.2241 -0.7278 0.09
H -0.9814 -0.3552 -1.4615 0.05
H -0.1169 -1.5618 -0.4661 0.10
H -0.4628 0.0502 0.1859 0.07
C 6.4220 -0.0415 -1.4743 -0.02
C 6.0396 0.7767 -2.6783 -0.50
C 6.4556 2.2269 -2.6842 -0.02
O 5.4259 0.2946 -3.6021 0.06
H 6.0628 -1.0612 -1.6012 0.09
H 7.5079 -0.0617 -1.3684 0.09
H 5.9687 0.3807 -0.5834 0.06
H 7.5425 2.3031 -2.6291 0.09
H 6.0038 2.7480 -1.8383 0.08
H 6.1174 2.6961 -3.6064 0.08
C -4.6833 -0.1233 -4.1436 -0.02
C -5.2721 -1.4990 -4.3407 -0.50
C -6.1930 -1.6923 -5.5197 -0.02
O -5.0163 -2.4077 -3.5854 0.06
H -4.0428 -0.1262 -3.2633 0.07
H -4.0840 0.1539 -5.0123 0.08
H -5.4817 0.6059 -3.9955 0.09
H -5.6592 -1.4831 -6.4482 0.08
H -7.0564 -1.0309 -5.4310 0.09
H -6.5414 -2.7232 -5.5400 0.08
C 0.2025 1.0240 -5.3200 -0.02
C 0.4135 -0.0423 -4.2740 -0.48
C 1.6205 -0.9226 -4.4250 -0.01
O -0.3603 -0.1814 -3.3522 0.04
H -0.7027 1.5833 -5.0888 0.08
H 1.0491 1.7120 -5.3263 0.09
H 0.0910 0.5641 -6.3031 0.09
H 2.5282 -0.3231 -4.3939 0.08
H 1.5694 -1.4660 -5.3701 0.09
H 1.6480 -1.6416 -3.6082 0.08
C -7.0511 -2.6418 -0.8231 -0.03
C -7.9728 -3.2176 0.2221 -0.51
C -7.3634 -3.5659 1.5584 -0.03
O -9.1484 -3.3930 0.0006 0.07
H -7.6169 -2.4387 -1.7303 0.08
H -6.6170 -1.7071 -0.4628 0.09
H -6.2589 -3.3543 -1.0576 0.08
H -6.9413 -2.6718 2.0203 0.08
H -6.5843 -4.3187 1.4282 0.08
H -8.1347 -3.9685 2.2125 0.08
```